Record 1
19
Properties=species:S:1:pos:R:3 method="wB97M-V/def2-TZVPD" relative_energy_kcal_mol=17.1 total_charge=0 fmax_ev_per_a=0.99 homo_ev=-9.47 mol_weight_g_mol=117.15 multiplicity=1
C 0.492 -0.019 -1.968
C -0.290 0.561 -0.799
N -0.977 1.800 -1.167
C 0.723 0.797 0.331
O 1.606 1.623 0.158
N 0.637 0.053 1.458
C -0.491 -0.774 1.894
N -0.527 -2.140 1.419
H 1.108 -0.861 -1.693
H -0.201 -0.368 -2.732
H 1.105 0.745 -2.442
H -1.039 -0.151 -0.459
H -0.670 2.087 -2.090
H -0.643 2.572 -0.595
H 1.432 -0.012 2.074
H -0.451 -0.771 2.975
H -1.410 -0.311 1.585
H 0.315 -2.659 1.621
H -0.719 -2.174 0.427

***

Record 2
10
Properties=species:S:1:pos:R:3 method="wB97M-V/def2-TZVPD" relative_energy_kcal_mol=34.9 total_charge=0 fmax_ev_per_a=1.72 homo_ev=-10.19 mol_weight_g_mol=58.08 multiplicity=1
C 1.222 -0.112 -0.173
C -0.114 -0.299 0.463
C -1.298 0.410 -0.043
O -1.082 -0.958 -0.339
H 1.125 0.547 -1.111
H 1.679 -1.099 -0.437
H 1.836 0.486 0.556
H -0.121 -0.679 1.465
H -1.001 1.119 -0.879
H -2.247 0.587 0.499

***

Record 3
22
Properties=species:S:1:pos:R:3 method="wB97M-V/def2-TZVPD" relative_energy_kcal_mol=223.7 total_charge=0 fmax_ev_per_a=4.88 homo_ev=-7.33 mol_weight_g_mol=118.18 multiplicity=1
C -0.673 -0.903 1.509
C 0.027 -1.551 0.300
C 1.237 -1.352 -0.230
C 1.954 -0.169 -0.191
C 3.282 0.305 -0.379
C -1.022 -2.253 -0.679
H -1.170 -0.012 1.195
H 0.108 -0.592 2.215
H -1.409 -1.569 1.915
H 3.399 4.670 -0.309
H 1.367 0.678 0.189
H 4.135 -0.356 -0.469
H 3.492 1.297 -0.038
H -2.100 -2.037 -0.351
H -0.944 -3.431 -0.683
H -0.672 -1.844 -1.653
H -2.244 2.432 -1.043
H 3.082 4.074 -0.565
O -1.973 1.832 -0.291
H -4.109 0.012 -0.150
H -2.610 0.974 -0.190
O -3.156 -0.207 -0.100

***

Record 4
24
Properties=species:S:1:pos:R:3 method="wB97M-V/def2-TZVPD" relative_energy_kcal_mol=35.5 total_charge=0 fmax_ev_per_a=2.30 homo_ev=-9.15 mol_weight_g_mol=168.29 multiplicity=1
C -1.186 -2.126 1.254
Si -0.021 -1.293 -0.020
C -0.898 -1.196 -1.629
C 1.652 -2.236 -0.051
C 0.176 0.565 0.153
C 0.982 1.248 -0.734
C 0.953 2.646 -0.687
C 0.123 3.322 0.151
F -0.111 4.615 -0.110
C -0.560 2.621 1.129
C -0.552 1.223 1.096
H -1.054 -1.582 2.183
H -0.807 -3.142 1.371
H -2.253 -2.060 1.075
H -1.810 -0.495 -1.711
H -1.231 -2.174 -1.971
H -0.290 -0.644 -2.342
H 2.294 -1.717 0.617
H 1.541 -3.231 0.372
H 2.099 -2.148 -1.055
H 1.850 0.774 -1.217
H 1.553 3.198 -1.370
H -1.265 3.129 1.720
H -1.185 0.701 1.773